Entry 1:
{
  "formula": "C3H8N2O2",
  "method": "the ωB97M-V functional and the def2-TZVPD basis",
  "symbols": ["O", "C", "N", "C", "O", "C", "N", "H", "H", "H", "H", "H", "H", "H", "H"],
  "positions_angstrom": [[-1.850, 0.643, 0.631], [-0.706, 0.326, 0.345], [0.274, 0.901, 1.049], [1.672, 0.387, 1.089], [1.685, -0.960, 1.252], [-0.616, -0.380, -0.982], [-1.925, -0.625, -1.736], [0.086, 1.597, 1.730], [2.292, 0.352, 0.177], [2.258, 0.925, 1.889], [0.870, -1.332, 1.645], [0.144, 0.208, -1.689], [-0.030, -1.389, -0.807], [-1.690, -0.917, -2.631], [-2.463, 0.263, -1.961]],
  "gap_ev": 10.30,
  "e_homo_ha": -0.352,
  "e_above_lowest_kj_mol": 240.5,
  "e_lumo_ev": 0.716,
  "smiles": "NCC(=O)NCO",
  "max_force_ev_per_a": 4.64
}


Entry 2:
{
  "formula": "C3H8N2O2",
  "method": "the ωB97M-V functional and the def2-TZVPD basis",
  "symbols": ["C", "C", "O", "N", "C", "N", "O", "H", "H", "H", "H", "H", "H", "H", "H"],
  "positions_angstrom": [[-0.259, -0.817, 0.146], [-0.848, -1.651, -0.983], [-0.725, -3.036, -0.647], [-0.358, 0.589, -0.172], [0.409, 1.583, 0.403], [1.748, 1.293, 0.601], [-0.025, 2.677, 0.665], [0.757, -1.141, 0.369], [-0.838, -1.094, 1.035], [-0.292, -1.502, -1.912], [-1.889, -1.355, -1.085], [-1.610, -3.391, -0.558], [-0.996, 0.861, -0.897], [2.030, 0.337, 0.708], [2.256, 2.018, 1.081]],
  "gap_ev": 10.09,
  "e_homo_ha": -0.346,
  "e_above_lowest_kj_mol": 86.6,
  "e_lumo_ev": 0.684,
  "smiles": "NC(=O)NCCO",
  "max_force_ev_per_a": 0.90
}


Entry 3:
{
  "formula": "C3H8N2O2",
  "method": "the ωB97M-V functional and the def2-TZVPD basis",
  "symbols": ["C", "C", "N", "N", "C", "O", "O", "H", "H", "H", "H", "H", "H", "H", "H"],
  "positions_angstrom": [[0.967, -0.950, 0.365], [-0.032, -0.309, -0.444], [-1.292, -0.929, -0.631], [-0.568, 1.524, -1.908], [0.282, 0.846, -1.091], [2.038, -0.448, 0.708], [0.173, 0.064, 2.824], [0.933, 0.432, 2.296], [0.533, -0.663, 3.333], [0.667, -1.944, 0.752], [-2.057, -0.316, -0.368], [-1.363, -1.797, -0.111], [-1.362, 1.008, -2.253], [-0.185, 2.218, -2.524], [1.266, 1.264, -0.947]],
  "gap_ev": 8.65,
  "e_homo_ha": -0.290,
  "e_above_lowest_kj_mol": 155.4,
  "e_lumo_ev": 0.753,
  "smiles": "N/C=C(\\N)C=O.O",
  "max_force_ev_per_a": 1.52
}


Entry 4:
{
  "formula": "C3H8N2O2",
  "method": "the ωB97M-V functional and the def2-TZVPD basis",
  "symbols": ["C", "C", "C", "H", "H", "H", "H", "H", "H", "H", "H", "N", "N", "O", "O"],
  "positions_angstrom": [[-0.986, 0.217, -0.185], [0.336, 0.142, 0.672], [1.368, -0.639, 0.112], [-2.767, -1.166, -0.783], [-1.041, -2.123, -0.209], [-2.446, 1.502, -0.867], [0.137, -0.256, 1.690], [0.230, 2.058, 0.353], [0.977, -1.640, -0.238], [2.008, -0.883, 1.245], [2.350, 0.861, -0.771], [-2.008, -0.658, 0.212], [-1.347, 1.293, -0.779], [1.041, 1.431, 0.629], [2.149, -0.140, -1.083]],
  "gap_ev": 8.63,
  "e_homo_ha": -0.366,
  "e_above_lowest_kj_mol": 863.6,
  "e_lumo_ev": -1.330,
  "max_force_ev_per_a": 8.18
}


Entry 5:
{
  "formula": "C3H8N2O2",
  "method": "the ωB97M-V functional and the def2-TZVPD basis",
  "symbols": ["O", "C", "O", "H", "C", "C", "N", "N", "H", "H", "H", "H", "H", "H", "H"],
  "positions_angstrom": [[2.343, 0.117, -0.328], [2.374, 0.721, 0.818], [1.421, 1.015, 1.510], [3.386, 1.018, 1.134], [-0.987, -0.807, -0.493], [-1.204, 0.406, -0.016], [-2.401, 0.904, 0.445], [0.317, -1.156, -1.028], [-1.745, -1.579, -0.529], [-0.369, 1.086, 0.009], [-2.315, 1.619, 1.163], [-3.049, 0.190, 0.733], [0.320, -1.102, -2.037], [0.564, -2.103, -0.767], [1.343, -0.328, -0.614]],
  "gap_ev": 9.39,
  "e_homo_ha": -0.317,
  "e_above_lowest_kj_mol": 138.6,
  "e_lumo_ev": 0.775,
  "smiles": "N/C=C/N.O=CO",
  "max_force_ev_per_a": 1.12
}


Entry 6:
{
  "formula": "C3H8N2O2",
  "method": "the ωB97M-V functional and the def2-TZVPD basis",
  "symbols": ["C", "C", "N", "C", "N", "H", "H", "H", "H", "H", "H", "O", "H", "H", "O"],
  "positions_angstrom": [[-0.286, 1.845, -1.383], [-1.187, 0.717, -1.356], [-0.448, -0.338, -0.951], [0.893, -0.033, -0.927], [1.015, 1.291, -1.231], [-0.511, 2.925, -1.608], [-2.255, 0.843, -1.081], [1.760, -0.821, -0.985], [2.000, 1.727, -1.294], [-1.020, -0.778, 3.114], [-0.282, -0.328, 1.742], [-0.889, -0.027, 2.504], [-0.356, -2.030, 1.029], [1.057, -2.836, 0.944], [0.510, -2.157, 1.484]],
  "gap_ev": 9.45,
  "e_homo_ha": -0.323,
  "e_above_lowest_kj_mol": 234.6,
  "e_lumo_ev": 0.654,
  "smiles": "c1c[nH]cn1.O.O",
  "max_force_ev_per_a": 4.80
}